No. 1
DFT (ωB97M-V/def2-TZVPD) results for a molecular structure, C6H6 in a non-equilibrium geometry.

## Properties
Multiplicity: 3
DFT total energy in eV: -6306.8100
Energy relative to the best compared isomer or geometry (same formula, charge and spin) in kcal per mole: 139.7
Highest occupied orbital energy (alpha / beta) in eV: -3.91 / -9.44
Expectation value of S²: 2.012
Gap between HOMO and LUMO (alpha / beta) in eV: 5.0 / 6.6

XYZ file:
```
12
Properties=species:S:1:pos:R:3:forces:R:3:nbo_charge:R:1
C 0.9402 0.1783 0.8740 -0.427 1.692 1.644 -0.3245
C -0.2984 0.0462 -0.0227 -2.421 -2.120 1.106 -0.0315
C 1.5890 -0.7034 -0.1024 3.484 -2.877 5.676 -0.2810
C 0.6270 -0.6960 -1.0945 -2.332 2.240 -1.721 -0.3179
C 0.1746 -1.3215 0.4456 1.463 2.091 -0.512 0.1847
C -1.5540 0.8991 -0.0437 5.065 2.368 1.302 -0.6547
H 0.9866 0.4424 1.9709 0.066 -0.725 -1.600 0.2524
H 2.4829 -1.3140 0.2632 -1.145 0.812 -1.611 0.2415
H 0.4558 -1.4572 -1.7696 -0.885 -1.304 -1.465 0.2233
H -0.9496 1.6786 -0.5596 -0.801 0.850 0.033 0.2298
H -2.1517 1.4632 0.6926 1.507 -0.830 1.356 0.2512
H -2.3025 0.7842 -0.6538 -3.573 -2.197 -4.207 0.2267
```
Forces are in eV/Å.


No. 2
DFT (ωB97M-V/def2-TZVPD) results for 25 unconnected molecules or ions with the total composition C6H63BClFN6O26P in a non-equilibrium geometry.

## Properties
Multiplicity: 1
DFT total energy in eV: -94618.8783
Total charge: +1
Highest occupied orbital energy in eV: -11.43
Gap between HOMO and LUMO in eV: 7.2

XYZ file:
```
105
Properties=species:S:1:pos:R:3:forces:R:3:lowdin_charge:R:1
C 2.1792 4.1734 -0.2845 0.151 1.020 -0.766 -0.0600
C 1.8137 3.7580 -1.7715 -0.196 1.552 0.002 -0.2085
N 1.2105 2.4152 -1.9529 -0.718 -1.046 1.321 0.0685
C 0.0271 2.2008 -1.2403 -2.459 1.588 -1.685 -0.2023
N -1.1219 2.7647 -1.8411 0.365 -2.658 4.629 0.2308
C -2.1103 2.3917 -0.9007 2.222 1.032 -2.127 -0.2974
N -3.3506 2.7693 -1.2245 -0.341 -1.045 1.950 0.0743
F -3.5040 3.4598 -2.3699 -0.004 -0.059 -0.014 0.0505
N -1.6639 1.6797 0.2289 -1.445 2.840 -3.681 -0.1380
P -2.5575 1.0765 1.6485 1.591 -2.190 3.519 0.7390
O -1.6627 1.7248 2.9491 -2.495 0.071 -2.541 -0.3031
Cl -4.4619 1.9230 1.8617 0.745 0.484 -0.777 0.3658
N -0.3189 1.5510 -0.0425 3.235 -0.040 -0.321 0.1066
B 0.7208 0.8186 0.7719 2.428 -2.012 1.891 -0.5634
O 0.3523 -0.0162 1.8444 -1.090 1.461 -2.053 0.1254
N 2.1770 0.8740 0.4427 -1.650 0.534 0.169 -0.1376
C 3.0091 1.3238 1.6026 1.381 0.090 -1.074 -0.0759
C 2.6156 -0.4383 -0.1190 -1.092 -0.081 -0.225 -0.0643
H 1.9257 5.2743 -0.1915 0.320 -1.199 -0.068 0.0890
H 1.5977 3.6484 0.5130 0.715 0.204 -0.743 0.0651
H 3.2938 4.1187 -0.1568 -1.144 -0.232 0.389 0.0788
H 2.7134 3.8421 -2.4439 -0.981 -0.322 0.657 0.1285
H 1.0786 4.5211 -2.1662 0.696 -0.976 0.341 0.1198
H 1.8696 1.6379 -1.9392 -0.129 0.285 0.566 0.1289
H -4.1918 2.5586 -0.6869 -0.095 0.426 -0.539 0.1099
H -2.1923 2.4954 3.2737 0.957 0.110 0.479 0.0304
H 1.0920 -0.5753 2.1303 -0.044 0.327 0.057 0.1248
H 2.5060 2.0660 2.2628 0.378 -0.822 -0.589 0.0786
H 3.4011 0.4163 2.1407 -0.515 1.073 -0.079 0.0968
H 3.9231 1.8223 1.1496 -0.939 -0.505 0.682 0.0807
H 1.7419 -0.8325 -0.7230 1.191 0.275 0.396 0.0785
H 3.4981 -0.3255 -0.7964 -0.661 -0.304 0.846 0.0740
H 2.7715 -1.2163 0.6905 0.161 0.910 -0.898 0.1048
O 2.0736 -3.0032 -0.7670 0.159 -0.005 0.178 -0.0690
H 1.3455 -3.6120 -0.6099 -0.309 -0.323 -0.440 -0.0003
H 2.7927 -3.5747 -1.0573 -0.204 -0.199 -0.014 0.0398
O 1.5492 1.2286 3.9728 -0.342 -0.078 0.645 -0.0544
H 1.4168 0.9675 4.8921 0.098 0.080 -0.002 0.0648
H 0.6555 1.2630 3.6113 -0.044 -0.035 0.086 0.0086
O 4.6451 -0.5602 -2.7270 0.142 0.066 -0.269 -0.0514
H 5.5706 -0.6582 -2.9909 0.070 0.078 0.253 0.0528
H 4.1504 -0.9794 -3.4406 -0.102 0.044 0.089 0.0636
O -0.8198 -4.4707 -0.7868 0.591 0.064 -0.219 -0.0504
H -1.4177 -3.7168 -0.7676 -0.038 -0.070 0.160 0.0080
H -1.3904 -5.2207 -0.5979 -0.023 0.004 0.024 -0.0046
O -1.9497 5.5436 -0.1686 -0.097 -0.265 0.257 -0.0328
H -2.1789 4.6944 -0.5626 0.104 0.373 -0.051 -0.0162
H -2.7838 5.8718 0.1913 0.030 0.142 -0.037 0.0625
O -6.3420 3.8032 -1.9402 0.183 -0.318 0.151 -0.0466
H -5.4369 3.7393 -2.2581 -0.213 0.258 -0.286 -0.0119
H -6.8641 3.3676 -2.6237 -0.084 0.084 0.060 0.0523
O 1.7821 4.3149 -5.1547 -0.105 0.049 0.257 -0.0529
H 1.2211 5.0401 -5.4499 0.079 -0.023 -0.089 0.0405
H 1.1928 3.7643 -4.6268 -0.022 -0.094 -0.169 0.0082
O -3.1869 -3.7870 0.4601 -0.512 0.456 0.151 -0.0592
H -3.6007 -2.9392 0.2567 -0.018 -0.073 -0.180 0.0126
H -3.0407 -3.7599 1.4187 0.412 -0.369 -0.028 0.0166
O -1.6220 4.3455 4.5619 0.297 -0.313 -0.009 -0.0622
H -1.3536 4.2433 5.4812 -0.125 -0.056 -0.002 0.0495
H -0.9360 4.9139 4.1760 -0.297 0.175 -0.177 0.0126
O 4.9028 2.1820 -1.4845 -0.167 -0.066 -0.016 -0.0453
H 4.6640 1.3345 -1.8881 -0.082 -0.189 -0.279 0.0088
H 4.0708 2.5183 -1.1356 0.099 -0.035 0.217 -0.0072
O -3.8425 -0.9889 -1.0791 -0.029 0.217 0.089 -0.0383
H -3.4782 -0.2330 -0.6064 -0.069 -0.162 0.158 -0.0275
H -4.7809 -0.7835 -1.1735 0.006 -0.135 -0.139 0.0681
O 5.9906 0.3163 1.6652 0.056 0.065 0.018 -0.0556
H 6.1711 1.0368 1.0514 0.040 -0.065 -0.017 0.0182
H 6.8624 -0.0380 1.8716 -0.045 -0.039 -0.045 0.0474
O -1.8963 -4.5778 2.9335 -0.030 -0.246 0.070 -0.0572
H -2.3700 -5.2001 3.5074 -0.050 0.077 0.026 0.0009
H -1.0300 -4.9861 2.8057 0.087 0.229 -0.141 0.0392
O -2.5969 -7.0191 -1.1459 -0.320 -0.211 0.045 -0.0514
H -2.8273 -7.8769 -1.5287 -0.014 -0.066 0.197 0.0708
H -3.4363 -6.6798 -0.8118 0.103 0.181 0.016 0.0736
O 1.5635 -4.6231 1.9485 -0.092 0.125 0.183 -0.0518
H 1.3174 -3.8723 1.3985 0.038 -0.067 -0.060 0.0016
H 2.4710 -4.8130 1.6882 -0.063 -0.082 -0.045 0.0395
O -4.5435 4.7852 3.3575 -0.133 -0.073 -0.163 -0.0784
H -4.7804 3.9223 3.0030 -0.054 0.215 0.138 -0.0902
H -5.3741 5.1391 3.6950 0.089 0.088 0.034 0.0462
O -0.5846 6.2661 2.6550 0.176 -0.358 0.058 -0.0415
H 0.3273 6.1687 2.3577 -0.027 0.158 -0.006 0.0475
H -1.1027 5.8195 1.9730 -0.023 0.136 -0.118 0.0117
O -3.7551 -5.9300 4.6591 -0.225 0.085 0.009 -0.0428
H -4.3607 -5.1814 4.6980 0.062 0.006 0.043 0.0546
H -4.3111 -6.6920 4.8540 0.148 -0.075 -0.033 0.0574
O -1.9244 2.8421 -5.2002 -0.059 0.132 0.149 -0.0542
H -2.3528 3.6814 -5.4010 0.031 -0.055 -0.112 0.0384
H -1.7771 2.8733 -4.2489 0.106 -0.035 0.058 -0.0195
O 2.4239 -5.7921 -1.2702 0.212 -0.231 0.004 -0.0420
H 1.6917 -6.3994 -1.1114 -0.081 0.144 0.000 0.0491
H 3.1433 -6.3633 -1.5603 -0.035 0.019 -0.008 0.0511
O 7.3164 0.5740 -1.5339 -0.104 -0.039 -0.093 -0.0523
H 7.8611 1.1959 -2.0282 0.025 -0.035 0.036 0.0505
H 6.5159 1.0754 -1.3279 0.180 0.104 0.057 -0.0187
O -0.8369 -1.0841 -1.5920 -0.028 0.373 0.196 -0.0110
H -0.4935 -0.3256 -1.1019 -0.093 -0.461 -0.228 -0.0129
H -1.7799 -0.9032 -1.6962 -0.022 -0.263 -0.192 0.0119
O -0.8674 -7.8948 -3.1949 -0.162 -0.007 0.026 -0.0568
H -1.4248 -7.3914 -2.5870 0.344 0.244 -0.214 -0.0201
H -1.0465 -7.5043 -4.0563 0.088 -0.044 0.003 0.0419
O -0.9442 -8.0636 1.2477 0.002 0.080 -0.039 -0.0532
H -1.4990 -7.5651 1.8559 0.030 -0.023 -0.006 0.0221
H -1.1302 -7.6696 0.3861 -0.089 -0.058 0.072 -0.0029
```
Forces are in eV/Å.


No. 3
DFT (ωB97M-V/def2-TZVPD) results for 27 unconnected molecules or ions with the total composition C6H66O30 in a non-equilibrium geometry.

## Properties
Multiplicity: 1
DFT total energy in eV: -68721.5984
Highest occupied orbital energy in eV: -9.94
Gap between HOMO and LUMO in eV: 10.2

XYZ file:
```
102
Properties=species:S:1:pos:R:3:forces:R:3:lowdin_charge:R:1
C -2.8287 1.9673 3.2546 -1.356 -0.004 -1.623 -0.2080
C -1.5435 2.0419 2.5534 2.274 -1.344 -0.887 -0.1880
O -0.7659 0.7815 2.6840 -1.094 0.183 -0.285 -0.1146
O -3.8392 1.3081 2.4665 -0.277 -0.098 0.275 -0.1042
H -3.2210 2.9513 3.4810 -0.067 0.219 0.022 0.1324
H -2.6552 1.4446 4.1442 -0.024 -0.783 1.646 0.0935
H -0.9146 2.7871 2.9937 0.454 0.506 0.380 0.1107
H -1.5907 2.2552 1.4871 -0.450 0.201 0.031 0.1118
H -1.3296 0.0613 2.2851 0.619 0.618 0.525 0.0491
H -3.6262 0.3551 2.3349 0.308 0.533 0.083 0.0564
C 3.7382 -3.8822 2.1359 -0.718 2.239 -0.402 -0.2147
C 3.7145 -3.6221 3.6483 -0.028 2.031 -1.760 -0.1955
O 4.0599 -2.2413 3.9320 0.568 -1.179 0.210 -0.0758
O 4.9320 -3.3984 1.4470 -0.682 1.437 1.532 -0.1072
H 2.7972 -3.4626 1.6720 0.965 -0.012 0.266 0.1250
H 3.6657 -4.9109 1.9931 0.183 -1.902 -0.419 0.0898
H 4.4741 -4.2377 4.0477 0.712 -0.463 1.047 0.1043
H 2.7187 -3.8449 4.0123 -0.114 -0.292 0.278 0.1193
H 3.4624 -1.6378 3.4890 -0.624 0.037 -0.159 0.0267
H 5.1415 -2.5075 1.8851 -0.386 -1.682 -0.764 0.1077
C 1.6763 -2.8940 -4.5502 -0.525 0.385 1.272 -0.2560
C 1.5638 -3.5494 -3.1895 -0.458 -2.149 -1.706 -0.2471
O 1.0545 -2.6681 -2.2282 -0.602 -0.164 0.215 -0.0709
O 0.3902 -2.7253 -5.0938 -0.067 0.060 -0.392 -0.0429
H 2.2670 -3.4407 -5.2415 0.553 -0.823 -0.555 0.1105
H 2.2056 -1.9850 -4.3214 0.130 0.879 -0.503 0.1036
H 2.5261 -4.0037 -2.9487 0.103 0.319 0.630 0.1073
H 0.8662 -4.4144 -3.3823 0.506 0.625 0.610 0.1415
H 0.1068 -2.8787 -2.1942 0.052 0.405 0.087 0.0896
H 0.0733 -1.8379 -4.9178 0.065 0.224 0.061 0.0442
O -2.4024 -2.5979 -2.7738 0.615 1.422 0.727 -0.0460
H -2.7944 -3.2686 -3.2943 -0.486 -0.901 -1.198 0.0343
H -2.5153 -1.7308 -3.2496 0.046 -0.796 0.208 0.0334
O -5.2631 -0.3785 -0.2366 -0.416 0.392 1.296 -0.0638
H -5.5370 0.0085 0.6301 0.248 -0.559 -1.008 0.0703
H -4.5547 0.2081 -0.5397 0.099 0.161 -0.462 -0.0013
O 5.6538 2.5196 0.5846 -1.652 1.100 -0.638 -0.0924
H 5.9107 3.2885 1.1006 0.384 -0.094 0.235 0.0387
H 4.7785 2.8572 0.1919 1.215 -1.149 0.405 0.0472
O 4.0365 -2.2430 -1.2062 0.335 -0.682 -1.485 -0.0578
H 4.3606 -2.9211 -1.8450 -0.438 0.814 0.814 0.0799
H 4.4121 -2.4943 -0.3614 0.201 -0.290 0.756 0.0077
O 2.1346 -0.1638 -1.3934 0.956 0.105 0.020 -0.0925
H 2.8147 -0.8870 -1.3757 -0.628 0.507 0.113 0.0154
H 2.6247 0.6450 -1.1123 -0.398 -0.439 -0.144 0.0298
O -2.2250 5.3102 -0.3061 1.125 -1.063 -0.556 -0.0341
H -2.6572 6.1271 -0.1952 -0.777 1.488 0.232 0.0413
H -2.6833 4.6528 0.2235 -0.545 -0.612 0.334 0.0137
O 2.0305 2.9265 2.1121 -0.133 -0.477 -0.126 -0.0575
H 1.8595 2.2663 2.8221 -0.010 0.511 -0.200 0.0012
H 2.1547 3.7343 2.6067 0.076 0.316 0.066 0.0544
O -3.7098 2.1238 -4.3618 -0.872 1.881 -1.272 -0.1113
H -3.4321 3.0715 -4.1223 0.026 -1.561 0.132 0.0435
H -4.3961 2.2878 -5.0678 1.006 -0.617 1.135 0.0886
O 0.6940 -0.0261 -3.9276 -0.968 -2.119 1.301 -0.0421
H 1.1443 0.7342 -4.2079 1.201 1.601 -0.502 0.0531
H 1.2156 -0.4543 -3.1941 -0.206 0.632 -0.479 0.0492
O -3.6057 3.0250 0.3137 -0.312 0.379 0.409 -0.0814
H -3.9013 2.3612 0.9747 0.233 0.263 -0.216 0.0223
H -3.7418 2.6254 -0.5600 0.131 -0.308 0.063 0.0092
O -2.1548 -0.3604 -4.2887 -1.446 0.450 -0.462 -0.0391
H -1.2355 -0.2069 -4.1600 1.537 0.196 0.219 -0.0151
H -2.5103 0.5105 -4.5629 -0.129 -0.449 0.219 0.0411
O -3.7550 -2.8041 -0.3860 -0.566 0.099 0.175 -0.0828
H -3.4543 -3.0055 -1.2901 0.154 0.516 0.302 0.0119
H -4.4466 -2.1069 -0.4598 0.422 -0.378 0.063 0.0272
O 0.0262 3.8555 -1.2162 1.072 2.509 0.326 -0.0557
H -0.6796 4.4096 -0.8247 0.204 -0.812 -0.301 0.0045
H -0.2221 2.9924 -1.4758 -1.059 -1.570 -0.023 -0.0395
O 2.1635 -0.4755 2.5144 -0.578 1.322 -2.150 -0.0885
H 2.7512 -0.3187 1.7092 -0.746 -0.235 1.281 0.0706
H 1.3393 0.0677 2.2853 1.191 -0.863 0.679 0.0550
O -2.6393 -1.0530 1.8980 -0.118 0.790 0.595 -0.0174
H -2.9709 -1.8589 2.2821 -0.092 -0.968 0.467 0.0420
H -2.6066 -1.2518 0.9719 0.125 -0.405 -1.207 0.0418
O 1.7147 1.7563 4.4561 0.481 -0.167 -0.122 -0.0438
H 1.9261 0.8195 4.3240 -0.150 0.135 0.277 0.0459
H 1.1144 1.8293 5.2001 -0.269 -0.324 0.187 0.0355
O -0.5639 0.6835 6.0688 0.875 0.273 3.228 -0.0173
H -1.2554 0.4970 6.7295 0.531 0.144 -0.405 0.0671
H -0.9687 0.5993 5.2551 -1.276 -0.398 -3.015 -0.0372
O 2.9551 2.5808 -0.4486 -0.363 0.360 0.788 -0.0825
H 2.4960 2.7160 0.4293 0.486 -0.364 -0.429 0.0264
H 2.5501 3.2866 -0.9629 -0.165 0.022 -0.351 0.0446
O 0.0252 -1.8124 0.4693 1.613 0.129 -0.503 -0.0730
H 0.6523 -1.4645 1.1475 -0.655 -0.504 -0.639 0.0132
H 0.6376 -2.0367 -0.2919 -0.877 0.396 1.105 0.0282
O 4.7075 -0.1094 0.4983 1.756 -0.077 -1.249 -0.0887
H 5.1478 0.6269 0.9563 -0.359 0.229 0.143 0.0176
H 5.3496 -0.1866 -0.2788 -1.596 -0.167 1.308 0.0922
O -2.5963 4.1779 -3.0560 -0.767 0.107 0.915 -0.0503
H -2.8327 4.2411 -2.0984 0.259 0.078 -0.952 0.0485
H -1.6691 4.4026 -3.0616 0.602 0.082 0.000 0.0418
O -3.3823 1.2496 -1.6386 0.670 -0.486 -0.141 -0.0796
H -3.4277 1.2996 -2.6144 -0.117 -0.024 0.428 0.0293
H -2.4468 0.9993 -1.4210 -0.644 0.404 -0.472 0.0532
O -3.4103 -3.8767 2.2318 -0.434 0.106 -1.643 -0.0785
H -3.4647 -4.8158 2.3851 0.087 -0.431 0.567 0.0292
H -3.6204 -3.8470 1.2530 0.325 0.594 0.986 0.0340
O -0.5567 1.1465 -1.5302 -0.185 -0.121 -1.451 -0.0324
H -0.0954 0.7309 -0.8223 0.631 -0.556 1.440 0.0321
H -0.1161 0.6939 -2.2844 -0.510 0.444 0.136 0.0365
```
Forces are in eV/Å.